[1]
Molecular formula: C16H29AlCl6KN2O19PS2
Method: DFT, ωB97M-V/def2-TZVPD

spin multiplicity: 1
total charge: 0
HOMO energy: -7.657 eV

Each line ends with the Löwdin charge.
Atoms and positions in Å:
C 1.077314 -2.287202 -1.280073  -0.4545
C 1.935478 4.280456 7.791849  0.0187
C 4.326005 6.047644 2.930195  -1.5381
H -5.164369 -2.942778 -1.952322  0.1236
H 4.556323 -3.568913 -6.812580  0.0112
C 2.764279 2.263656 6.514533  -0.3902
Cl 3.881567 6.710393 4.515006  0.5028
H 5.799034 -0.668181 -1.376323  -0.0548
C 3.330189 -5.380347 -1.889157  0.1545
C -3.347450 -2.119101 -5.591263  -0.0909
H -3.223377 -1.118346 -5.172952  0.0917
O 2.654756 1.483214 7.402781  0.1637
O 2.616419 1.534107 2.837389  -0.4166
S -0.307773 -1.997147 4.281423  0.2839
O 0.446582 2.056079 3.466017  -0.3156
O 0.062613 -0.568216 4.327617  -0.0637
C -6.570983 0.190346 -4.315974  -0.2088
O -3.107445 -3.135075 -4.626922  -0.1962
O 0.069331 -2.927353 -1.258990  0.0261
C -3.511843 -2.805001 -3.309833  -0.2291
O -1.646748 -2.184230 3.743809  -0.1551
H 3.823852 3.173745 4.939785  0.0587
C 3.484485 -1.845968 -1.365757  -0.2169
C 2.989856 -4.235842 -1.985940  -0.1783
O 0.821248 0.330547 1.878421  -0.3132
O 1.198037 2.599310 1.294612  -0.3253
H -4.340789 -2.224184 -6.029122  0.0723
O -0.470291 4.646248 4.610531  -0.4178
H -5.264474 -4.012612 -3.340755  0.1210
H 1.716738 3.661713 8.654286  0.1014
N 1.793262 3.447234 6.558496  0.1010
H -7.630562 -0.079105 -4.311735  0.1236
Cl 1.246802 1.644822 2.359667  0.6564
H 1.216205 5.091563 7.720461  0.1088
O 2.997882 0.325716 -0.449582  0.2686
H 4.138350 6.808539 2.184968  0.0126
N -5.956912 -2.105568 -3.684459  -0.0487
O -2.570655 5.625389 5.074042  -0.3693
O -0.252054 -2.480790 5.656715  -0.1211
Cl -1.849209 4.379232 4.996042  0.6259
H 4.217114 -5.042369 -6.671397  0.0474
H -6.490531 1.220840 -3.962063  0.1249
H 3.004069 1.643265 4.543187  0.0622
C -5.002221 -2.997211 -3.032962  -0.1936
C 3.593107 2.171279 5.302287  0.0183
O 4.688333 -4.326211 -6.230909  -0.1647
O -1.844036 3.738140 6.300461  -0.4063
C -5.772450 -0.690008 -3.377599  -0.2075
S 6.069692 -3.189568 -0.278901  0.2224
O -2.467756 3.514508 4.030715  -0.3531
Al 6.385973 -2.318777 -4.694764  0.7547
O 1.240628 -0.992222 -1.089256  0.1944
K 0.772266 -3.988234 -3.101111  1.0373
O 0.665129 -2.669933 3.425031  -0.1575
H 4.518527 1.633622 5.489238  0.1089
P 5.295867 -1.964492 -1.546659  0.3320
H -2.625753 -2.248974 -6.398931  0.0849
H -7.868022 -0.216789 -6.524596  0.0894
H -4.721604 -0.386282 -3.463195  0.1032
H 3.579029 -6.385256 -1.650001  0.0701
H 5.616355 -2.374317 -2.919669  -0.2696
C 2.611486 -0.664535 -0.913899  -0.3560
Cl 6.050097 5.653518 2.891718  0.5132
H -6.439099 -0.280584 -7.568516  0.0885
H -6.098142 -0.501335 -2.351312  0.1290
Cl 7.323957 0.019168 -3.313180  -0.3388
H -3.153508 -1.805788 -3.034689  0.1149
H -6.753488 -1.609731 -6.444270  0.0737
H 0.873132 2.994294 6.629881  0.1711
H -5.882655 -2.235896 -4.683449  0.0629
C -6.820321 -0.523754 -6.577716  -0.1161
C 2.579531 -2.781023 -1.561144  -0.1464
O -6.029597 0.171302 -5.633878  -0.1933
H 2.945929 4.677105 7.833383  0.1006
H -2.978523 -3.503980 -2.656835  0.1133
H 1.835513 4.003530 5.697891  0.1497
Cl 3.350296 4.642704 2.552203  0.6138

Atoms 1-2, force components in eV/Å:
2.71 0.27 0.75
0.04 0.25 -0.29


[2]
Molecular formula: C17H33B3ClIO31S7
Method: DFT, ωB97M-V/def2-TZVPD

SMILES: C=CCB1OB(Cl)OB(I)O1.O=S1(=O)OCCO1.O=S1(=O)OCCO1.O=S1(=O)OCCO1.O=S1(=O)OCCO1.O=S1(=O)OCCO1.O=S1(=O)OCCO1.O=S1(=O)OCCO1
spin multiplicity: 1
total charge: 0
HOMO energy: -7.835 eV

Each line ends with the Löwdin charge.
Atoms and positions in Å:
O -3.009312 2.943578 -4.603811  -0.1779
H 0.915031 3.776790 -1.816700  0.1225
S 6.466826 -1.962297 2.235323  0.7239
S -0.899065 5.559948 -7.519707  0.6541
O -4.189766 5.342428 0.558268  -0.2266
C 7.020113 -0.936053 4.443641  -0.1716
C 0.044270 3.912482 0.180391  -0.1873
H -2.376681 -9.443056 6.444575  0.1391
O 3.990662 0.607684 -1.159412  0.0810
C -1.860486 4.600763 -3.400188  -0.1649
S -2.700697 -3.418043 1.880488  0.6373
H -1.530023 -4.765641 4.250042  0.1397
O -5.476802 3.453655 1.537701  -0.1901
H -0.865479 4.519726 -3.848430  0.1199
O 3.411157 -1.544048 -2.260845  0.1593
H 0.215370 8.276992 -7.105199  0.1346
O -2.592683 -2.126575 2.497857  -0.2442
H -3.577672 -9.401511 5.126772  0.1352
H -1.072722 -6.125881 3.184611  0.0942
H -0.169350 -2.398286 -1.380225  0.0929
H -5.675988 1.385652 1.482217  0.1375
Cl 1.977737 0.807836 -3.255584  0.6656
C 2.827832 -3.604678 -0.714513  -0.0710
H 2.847255 -4.220030 -1.693817  0.1176
B 3.614265 -0.060880 0.101514  -0.8746
H -3.334565 -6.239870 2.251687  0.1091
O 0.742749 5.730979 -1.129807  -0.2026
H -5.039384 2.159538 0.006710  0.1237
H 6.590947 -0.272735 5.196731  0.1366
C -5.022558 2.172140 1.100586  -0.1636
H 1.693712 7.735178 -7.942935  0.1380
O -1.639619 -10.207924 3.330219  -0.1804
O -0.040521 6.663832 -8.346428  -0.1858
O 1.169619 7.175928 0.849860  -0.2297
H 1.850263 5.735450 -6.554353  0.1359
H 1.058745 -4.539531 0.566292  0.1100
H 2.060362 4.272261 -0.542017  0.1323
O -2.245806 6.035930 -7.382696  -0.2305
S 0.139047 6.398754 0.223824  0.6548
C 1.027888 4.351483 -0.895377  -0.1672
O 5.517998 -1.361427 1.328036  -0.2362
I 2.392586 0.991102 1.604300  0.9254
C -3.185427 -5.543770 3.078319  -0.1848
B 3.457111 -2.115521 -0.918475  -0.4034
H -1.958632 5.569885 -2.908690  0.1442
H 7.667529 -1.670050 4.932525  0.1329
C -2.509549 -9.430980 5.361378  -0.1642
C 0.294954 -2.642216 -0.339719  -0.0208
O -0.145396 5.733406 -6.089140  -0.2113
O -0.053718 5.023946 1.069986  -0.1857
C 0.781481 7.404148 -7.443567  -0.1677
H 0.380531 3.021301 0.711567  0.0572
O 5.987699 -1.642536 3.755689  -0.1845
C -2.949973 4.361465 -4.435960  -0.1516
H 1.358492 6.982622 -5.378313  0.1398
C 7.774996 -0.170428 3.365220  -0.1744
O -2.006663 3.539766 -2.456612  -0.2136
B 3.176981 -0.096425 -2.167648  -0.7927
O 7.816337 -1.051737 2.243972  -0.1874
O -1.897975 -8.270527 4.796745  -0.1942
O -3.035245 3.349216 1.490989  -0.2093
O -4.163756 4.923740 3.044766  -0.2276
H -0.846440 -10.807220 5.122042  0.1355
C -1.706669 -5.234103 3.277062  -0.1700
O -3.714436 1.736730 -2.546257  -0.2320
C -3.600597 2.045431 1.629329  -0.1643
O -0.579651 4.261912 -8.040890  -0.2144
C -1.830967 -10.614315 4.685020  -0.1675
S -4.208545 4.458497 1.687289  0.6537
O -1.161152 6.926162 -0.079822  -0.2295
O 6.851241 -3.341947 2.156855  -0.2140
C 1.069862 6.455004 -6.288461  -0.1659
H -3.650890 -5.946039 3.979323  0.1367
H -3.596453 1.786607 2.692627  0.1340
O -2.314877 -8.027723 2.357319  -0.2280
O 4.075640 -1.445150 0.250022  0.0090
O -1.417802 1.375779 -3.523298  -0.2485
H 3.512672 -4.164195 0.049917  0.1271
O -3.781057 -4.297336 2.716284  -0.1877
H -0.948275 3.730319 -0.242820  0.1083
H -3.014714 1.310533 1.075359  0.1387
H -2.433038 -11.522586 4.733416  0.1395
S -1.391113 -8.602861 3.288866  0.6586
O -2.964696 -3.594311 0.480695  -0.2295
H -0.187562 -2.067265 0.554084  0.0688
O 0.023763 -8.368828 3.230280  -0.2112
H -3.923302 4.702034 -4.070664  0.1405
H 7.230401 0.730799 3.066709  0.1329
C 1.334762 -3.623563 -0.106107  -0.1309
S -2.545950 2.214281 -3.228680  0.6534
O -1.380220 -4.285638 2.260782  -0.1977
H -2.728780 4.849276 -5.386740  0.1019
H 8.783816 0.102772 3.677824  0.1362

Atoms 1-2, force components in eV/Å:
0.61 -0.57 0.80
-0.08 0.22 0.03


[3]
Molecular formula: C4H11AlNO
Method: DFT, ωB97M-V/def2-TZVPD

spin multiplicity: 1
total charge: +3
HOMO energy: -23.990 eV

Each line ends with the natural charge from an NBO analysis.
Atoms and positions in Å:
H -1.418313 -0.528798 -2.188924  0.3509
C -0.987393 -0.169131 -0.109880  -0.0856
H -2.234756 1.337689 0.619420  0.4933
H 0.881751 0.423998 -0.984891  0.2393
H 0.685180 -1.311674 -0.802797  0.2775
C 2.584217 -0.576934 0.798077  -0.2767
H 2.939920 -0.998273 1.738320  0.2507
N -1.300146 0.971804 0.732225  -0.6868
H -0.785572 1.765514 0.378192  0.4519
O 1.111148 -0.381976 0.891713  -0.5787
H -1.360804 -1.027356 0.448775  0.2458
H 3.013150 0.389592 0.533599  0.2370
Al -0.303737 0.396341 2.761583  1.9721
C -1.778033 0.102585 -1.376488  -0.6184
C 0.484056 -0.350704 -0.329316  -0.1095
H -1.601269 1.140128 -1.659931  0.2529
H -2.864056 0.029868 -1.434657  0.3125
H 2.934659 -1.212672 -0.015020  0.2718

Atoms 1-2, force components in eV/Å:
0.70 -0.39 -0.22
-0.97 -2.11 1.03


[4]
Molecular formula: C18H14F2IrN4OS2
Method: DFT, ωB97M-V/def2-TZVPD

spin multiplicity: 6
⟨S²⟩: 8.776
total charge: 0
HOMO energy (spin up / spin down): -5.468 / -7.293 eV

Each line ends with the natural charge from an NBO analysis.
Atoms and positions in Å:
C 1.736950 -0.856528 0.255309  0.3740
C 3.899003 0.267831 0.034167  0.2240
H -6.139472 -0.172005 -0.818453  0.2397
C 0.792949 -4.418287 -0.362338  -0.1739
H -7.531242 1.170085 0.727262  0.2285
C -1.121761 -3.011372 -0.135953  0.0724
H 3.753879 3.631241 0.367324  0.2217
C 1.589054 -3.321541 -0.219383  -0.2313
C -6.454755 1.164540 0.824389  -0.1609
F -1.627851 1.883038 -2.588665  -0.3701
N -3.738968 1.140381 1.052702  0.0080
O -2.415979 1.195599 1.233029  -0.5937
H -2.190433 -2.841841 -0.115373  0.2110
H 3.555285 -1.746137 0.016059  0.3991
S -3.288304 -0.509328 -0.990603  -0.1417
H 0.281800 1.365180 -2.331568  0.1255
C -5.831019 1.916470 1.828109  -0.2563
C 5.455570 2.539975 -0.362060  -0.2325
C -0.609733 -4.275767 -0.302292  -0.3301
N 1.060376 0.276517 0.474310  -0.8666
H -6.391243 2.519694 2.525216  0.2357
N -0.367136 -1.917751 -0.001584  -0.5568
C -5.693042 0.420594 -0.034226  -0.2235
Ir -1.101069 0.221025 -0.103054  1.3375
H -1.273492 -5.119951 -0.398781  0.2209
C -0.585964 1.653029 -1.726783  0.2301
C 3.392220 1.526839 0.353943  -0.2742
C 5.964730 1.282379 -0.663459  -0.1998
C 1.008913 -2.043534 -0.001210  0.0485
S 1.835427 1.620518 1.154351  0.4902
H -3.877062 2.419110 2.640005  0.2427
C 5.185121 0.151462 -0.477905  -0.2683
N 3.116529 -0.871881 0.246238  -0.5950
C 4.165490 2.658280 0.133528  -0.1855
H 5.574489 -0.829134 -0.724537  0.2077
H 1.238622 -5.391967 -0.515716  0.2152
C -4.469828 1.882542 1.915793  0.0367
F -0.296524 2.866335 -1.149594  -0.3671
H 2.662890 -3.446134 -0.252371  0.1980
H 6.967472 1.179202 -1.053952  0.2153
H 6.057077 3.425007 -0.516366  0.2163
C -4.288986 0.396265 0.064495  0.0287

Atoms 1-2, force components in eV/Å:
-0.07 -0.12 -0.08
-0.02 0.05 -0.06


[5]
Molecular formula: C5H5N5
Method: DFT, ωB97M-V/def2-TZVPD

SMILES: Nc1nc2nccnc2[nH]1
spin multiplicity: 1
total charge: 0
HOMO energy: -8.602 eV

Each line ends with the natural charge from an NBO analysis.
Atoms and positions in Å:
C 1.087431 2.156913 -0.794260  -0.0355
H -1.541930 -3.072394 0.810980  0.3914
N 0.597728 -0.700393 1.140759  -0.5644
H -1.169042 -2.536228 2.251305  0.3747
C -0.410287 0.090690 -0.685615  0.2530
C 0.634067 0.279930 0.225938  0.2651
H 1.314976 -0.909057 1.790024  0.4328
H 1.516690 3.117513 -0.740923  0.1972
H -0.167193 2.588512 -2.528591  0.1935
N -0.804833 -2.627838 1.308787  -0.8061
C 0.024258 1.879423 -1.746017  -0.0211
N -1.165105 -1.013316 -0.300440  -0.4727
C -0.548033 -1.411278 0.742150  0.5404
N -0.734503 0.818951 -1.703705  -0.3575
N 1.365775 1.338573 0.229605  -0.3907

Atoms 1-2, force components in eV/Å:
-2.20 -0.99 -0.60
-0.49 -0.38 -0.74


[6]
Molecular formula: C7H17AgCl2NO3
Method: DFT, ωB97M-V/def2-TZVPD

spin multiplicity: 1
total charge: -1
HOMO energy: -4.761 eV

Each line ends with the natural charge from an NBO analysis.
Atoms and positions in Å:
H 3.761808 -1.412335 1.405751  0.1653
H 1.830948 -0.765715 3.002361  0.2226
O 2.572358 -2.112875 0.004811  -0.5677
Cl -3.410482 -0.763325 2.350081  -0.9363
H -3.840812 0.916535 -0.088819  0.2898
C -0.920642 3.753755 -1.951029  -0.4322
H -0.998842 4.743705 -2.400449  0.1990
C 3.468218 -1.829485 -1.075879  -0.2453
H 3.311148 -2.551085 -1.877589  0.1843
H -2.895362 3.245015 -2.599029  0.3946
C -2.284672 1.851335 -1.224639  0.7012
C -3.709582 1.227635 -1.125209  -0.7265
H -0.296472 -3.638405 2.179131  0.1742
Ag -0.908522 0.283405 1.284861  0.8569
H -4.491352 1.985975 -1.168259  0.1956
H -3.914052 0.508265 -1.918169  0.2230
H 0.493968 -3.239895 0.652341  0.1815
O -1.373252 1.152205 -0.792159  -0.6751
Cl 0.790888 2.375255 2.071421  -0.9367
O 0.384738 -1.606655 1.918581  -0.5800
H 4.520798 -1.941815 -0.815939  0.1551
C 2.714008 -1.255725 1.149461  -0.0948
H 3.246388 -0.814905 -1.406799  0.1754
C -0.184712 -2.865495 1.418721  -0.2571
H -1.064932 -2.689825 0.800301  0.2186
C 1.732408 -1.568225 2.271351  -0.0725
N -2.178932 3.009835 -1.927079  -0.6156
H 2.494358 -0.260785 0.762241  0.1994
H 1.937878 -2.540555 2.719071  0.1564
H -0.318172 3.176575 -2.652449  0.1857
H -0.469112 3.627615 -0.966999  0.2612

Atoms 1-2, force components in eV/Å:
0.07 0.65 0.90
0.08 -0.05 0.10


[7]
Molecular formula: C3H4N2
Method: DFT, ωB97M-V/def2-TZVPD

SMILES: N#C/C=C/N
spin multiplicity: 1
total charge: 0
HOMO energy: -8.815 eV

Each line ends with the natural charge from an NBO analysis.
Atoms and positions in Å:
C -0.317630 -0.380214 0.020864  0.1029
C 2.016779 0.065909 -0.034040  0.2646
H -1.923735 0.862521 0.051114  0.3900
H -0.081675 -1.456679 0.014320  0.2129
H 0.549558 1.640416 -0.016940  0.2391
N 3.097573 -0.331603 -0.053033  -0.3511
H -2.374149 -0.837574 0.135882  0.4040
C 0.677973 0.545738 0.002909  -0.4708
N -1.644691 -0.108512 -0.121076  -0.7915

Atoms 1-2, force components in eV/Å:
0.29 -0.01 -0.51
0.14 0.02 0.16